Arrangement one

C3H6N2S2 | the ωB97M-V functional and the def2-TZVPD basis

Atoms and positions in Å:
C (-0.298, -0.289, 0.122)
C (0.786, -0.957, 0.738)
C (-1.441, 0.237, 0.532)
N (1.013, -1.487, 3.590)
N (0.352, 1.208, -4.056)
S (0.232, -0.958, 2.302)
S (0.234, 2.703, -3.488)
H (-0.009, 0.228, -0.814)
H (1.775, -1.105, 0.384)
H (-2.106, 0.899, 0.042)
H (-1.845, -0.444, 1.213)
H (0.459, -1.302, 4.363)
H (0.848, 1.267, -4.928)

## Properties
**Lowest unoccupied orbital energy (alpha / beta)**: -1.68 / -1.68 eV


Arrangement two

C3H6N2S2 | the ωB97M-V functional and the def2-TZVPD basis

Atoms and positions in Å:
C (1.028, -0.099, 0.571)
C (-0.352, -0.550, 1.129)
C (-0.974, 0.215, -0.044)
H (0.326, 2.311, -1.401)
H (0.216, 0.997, -2.344)
H (1.640, 0.516, 1.196)
H (1.604, -0.878, 0.139)
H (-0.571, -0.074, 2.097)
H (-0.678, -2.600, -0.023)
N (0.670, 1.372, -1.517)
N (0.244, 0.643, -0.424)
S (-0.703, -2.300, 1.297)
S (-2.452, 0.447, -0.677)

## Properties
**Lowest unoccupied orbital energy**: 0.63 eV
**SMILES**: NN1C[C@H](S)C1=S


Which of them is most stable? Easy: arrangement two.